# C21H28F3O4Zr

A structure of composition C21H28F3O4Zr (ωB97M-V/def2-TZVPD, the Open Molecules 2025 dataset).

Each line ends with the Löwdin charge.
Element x y z (Å)
O  -2.546  1.862  -1.524  -0.136
C  -3.431  1.154  -2.488  -0.162
C  -4.014  2.405  -3.084  -0.072
H  -4.188  0.533  -1.998  0.134
H  -2.858  0.566  -3.213  0.113
C  -3.096  3.102  -2.060  -0.578
H  -5.075  2.568  -2.897  0.122
H  -3.727  2.584  -4.118  0.120
C  -3.891  3.886  -1.036  -0.017
H  -4.607  3.242  -0.513  0.096
H  -4.425  4.697  -1.556  0.102
H  -3.202  4.336  -0.317  0.087
C  -2.093  3.995  -2.764  -0.019
H  -1.481  3.444  -3.491  0.088
H  -1.434  4.464  -2.027  0.086
H  -2.647  4.795  -3.283  0.105
Zr  1.630  -1.015  1.386  1.715
C  4.052  -1.079  1.000  -0.177
C  3.594  -2.377  0.629  -0.142
C  2.788  -2.246  -0.544  -0.128
H  3.947  -3.307  1.065  0.122
C  2.766  -0.862  -0.908  -0.143
C  3.516  -0.134  0.064  -0.177
H  3.743  0.932  0.016  0.128
H  4.791  -0.902  1.778  0.133
H  2.397  -3.078  -1.131  0.128
H  2.381  -0.463  -1.845  0.105
C  2.520  -0.597  3.539  -0.170
C  2.720  0.612  2.789  -0.190
C  1.438  1.177  2.492  -0.154
H  3.676  1.095  2.602  0.129
C  0.441  0.337  3.094  -0.144
C  1.105  -0.741  3.755  -0.143
H  0.633  -1.484  4.397  0.136
H  3.291  -1.214  3.999  0.136
H  1.260  2.151  2.033  0.128
H  -0.628  0.536  3.130  0.128
O  0.017  -0.308  0.098  -0.355
C  -0.026  0.896  -0.774  -0.125
C  -0.229  0.331  -2.159  -0.120
H  0.870  1.491  -0.568  0.127
H  -0.917  1.436  -0.443  0.120
C  -1.286  -0.743  -1.823  -0.144
H  0.655  -0.182  -2.558  0.100
H  -0.560  1.093  -2.868  0.120
C  -0.879  -1.346  -0.481  -0.098
H  -1.534  -1.463  -2.617  0.142
H  -2.208  -0.202  -1.572  0.070
H  -0.280  -2.271  -0.593  0.123
H  -1.680  -1.498  0.256  0.142
F  0.149  -4.900  3.951  0.138
C  0.888  -5.102  2.820  -0.484
F  1.596  -6.244  2.968  0.158
F  0.024  -5.272  1.783  0.136
C  1.832  -3.882  2.609  -0.457
O  2.986  -3.924  3.003  0.118
O  1.234  -2.882  1.996  -0.202

Results
- gap between HOMO and LUMO (eV) = 9.10
- energy above the lowest of the compared OMol25 structures with the same formula, charge and spin (eV) = 0.0402
- charge = +1